A structure of composition C34H32BN11Pt, computed with wB97M-V/def2-TZVPD.

```
79
C34H32BN11Pt, DFT wB97M-V/def2-TZVPD
Pt -0.110 0.087 0.134
C -1.349 -2.501 -2.028
C -2.360 -1.680 -1.300
C -3.739 -1.859 -1.240
C -4.211 -0.844 -0.430
N -3.176 -0.092 -0.033
N -2.042 -0.599 -0.571
B -2.969 1.175 0.824
N -2.031 2.148 0.008
C -2.275 3.393 -0.398
C -1.079 3.999 -0.755
C -0.088 3.061 -0.514
C 1.392 3.228 -0.577
N -0.691 1.937 -0.071
N -2.093 0.755 2.073
C -2.331 0.875 3.380
C -1.147 0.682 4.080
C -0.168 0.463 3.122
C 1.305 0.286 3.275
N -0.770 0.506 1.917
N -4.174 1.905 1.262
C -5.521 1.813 1.047
C -6.126 2.820 1.736
C -5.073 3.523 2.369
C -5.177 4.741 3.240
N -3.907 2.986 2.087
H -1.797 -2.937 -2.919
H -0.999 -3.330 -1.406
H -0.493 -1.898 -2.330
H -4.318 -2.624 -1.730
H -5.220 -0.641 -0.120
H -3.280 3.785 -0.393
H -0.938 5.010 -1.099
H 1.659 3.987 -1.310
H 1.908 2.300 -0.814
H 1.761 3.570 0.393
H -3.323 1.099 3.739
H -1.008 0.730 5.147
H 1.566 0.187 4.325
H 1.831 1.158 2.881
H 1.668 -0.595 2.741
H -5.971 1.073 0.411
H -7.180 3.038 1.785
H -6.213 5.032 3.385
H -4.635 5.574 2.794
H -4.719 4.561 4.211
C 0.291 1.870 -4.071
C -0.240 1.260 -2.922
N 0.477 0.499 -2.115
C 1.780 0.275 -2.429
C 2.405 0.874 -3.528
C 1.615 1.700 -4.364
C 3.784 0.633 -3.743
C 4.516 -0.197 -2.911
C 3.887 -0.883 -1.882
C 2.516 -0.685 -1.647
N 1.735 -1.319 -0.763
C 1.825 -2.575 -0.414
C 2.627 -3.567 -1.067
C 2.657 -4.858 -0.603
C 1.873 -5.216 0.495
C 0.991 -4.304 1.122
C 0.169 -4.672 2.209
C -0.658 -3.727 2.752
C -0.679 -2.444 2.195
N 0.087 -2.071 1.171
C 0.925 -2.983 0.656
H -0.350 2.478 -4.694
H -1.282 1.399 -2.653
H 2.059 2.173 -5.232
H 4.278 1.128 -4.572
H 5.579 -0.319 -3.067
H 4.456 -1.532 -1.226
H 3.174 -3.302 -1.962
H 3.273 -5.600 -1.093
H 1.910 -6.236 0.865
H 0.197 -5.684 2.596
H -1.300 -3.951 3.592
H -1.348 -1.696 2.598
```

Summary:
Relative energy (zero: lowest compared OMol25 entry of this formula, charge and spin) (kcal per mole): 0.0
Net charge: +3
2S+1: 2
LUMO (spin up / spin down) (eV): -11.717 / -11.597
E_HOMO (spin up / spin down) (eV): -15.59 / -15.59
Frontier orbital gap (spin up / spin down) (eV): 3.88 / 4.00

Atom charges from the Mulliken analysis, given in e for atoms 1 to 5: 2.1969, -1.1184, 0.5280, -1.8118, 0.2081

A structure of composition C34H32ClMgN2O3PSSi, computed with wB97M-V/def2-TZVPD.

```
76
C34H32ClMgN2O3PSSi, DFT wB97M-V/def2-TZVPD
Mg -0.673 -0.280 -1.006
C 3.724 -4.605 1.740
Si 3.424 -3.897 -0.013
C 4.615 -2.443 -0.262
C 3.800 -5.249 -1.314
C 1.551 -3.589 -0.125
C 0.693 -4.635 0.148
C -0.691 -4.492 0.036
C -1.179 -3.268 -0.366
N -0.385 -2.240 -0.628
C 0.951 -2.365 -0.507
S 1.807 -0.949 -0.855
H 4.763 -4.888 1.871
H 3.118 -5.485 1.934
H 3.483 -3.869 2.502
H 5.643 -2.770 -0.135
H 4.419 -1.649 0.451
H 4.514 -2.015 -1.253
H 4.841 -5.555 -1.275
H 3.601 -4.891 -2.320
H 3.192 -6.137 -1.160
H 1.101 -5.587 0.454
H -1.358 -5.312 0.247
H -2.244 -3.091 -0.488
Cl -7.856 -1.316 -1.705
C -6.141 -1.093 -1.818
C -5.514 -1.256 -3.063
C -4.165 -1.073 -3.176
C -3.360 -0.721 -2.055
O -2.113 -0.521 -2.198
C -4.019 -0.592 -0.790
C -3.271 -0.325 0.389
O -2.051 -0.216 0.487
C -5.414 -0.768 -0.706
H -6.110 -1.520 -3.925
H -3.665 -1.192 -4.127
H -3.881 -0.223 1.309
H -5.896 -0.650 0.253
O 0.034 0.155 -3.605
N 0.048 1.078 -2.593
C 0.774 2.096 -2.816
C 0.931 3.247 -1.944
C 1.422 4.420 -2.534
C 1.618 5.573 -1.801
C 1.345 5.578 -0.442
C 0.862 4.431 0.162
C 0.641 3.266 -0.571
P -0.036 1.810 0.305
C -1.363 2.617 1.259
C -2.563 2.821 0.580
C -3.665 3.326 1.243
C -3.577 3.638 2.591
C -2.383 3.451 3.267
C -1.279 2.939 2.607
C 1.239 1.449 1.545
C 2.549 1.907 1.460
C 3.493 1.477 2.376
C 3.142 0.584 3.375
C 1.846 0.097 3.443
C 0.902 0.519 2.527
H -0.700 -0.436 -3.348
H 1.310 2.150 -3.769
H 1.638 4.425 -3.593
H 1.988 6.464 -2.288
H 1.501 6.477 0.138
H 0.654 4.430 1.224
H -2.621 2.565 -0.472
H -4.596 3.469 0.715
H -4.440 4.025 3.112
H -2.315 3.699 4.316
H -0.351 2.790 3.141
H 2.834 2.593 0.674
H 4.512 1.830 2.305
H 3.881 0.255 4.092
H 1.579 -0.621 4.204
H -0.109 0.129 2.557
```

Summary:
LUMO (eV): -0.233
E_HOMO (eV): -7.10
Frontier orbital gap (eV): 6.87

Atom charges from the natural (NBO) analysis, given in e for atoms 1 to 5: 1.7061, -1.0934, 1.6035, -1.0987, -1.0930

no.,strongest force on any atom (eV Å⁻¹)
1,1.173
2,1.149